The molecule C2H2N2O3 at a distorted geometry, computed with ωB97M-V/def2-TZVPD.

CARTESIAN COORDINATES (ANGSTROEM)
O -2.1978 -0.3967 0.0070
C -0.9725 0.1213 -0.0214
N -0.4935 1.2797 -0.1057
O 0.8031 1.1960 0.0117
C 1.0925 -0.1111 -0.0851
O 2.2311 -0.2559 -0.0065
N 0.0610 -0.8647 -0.1309
H -2.9831 0.1860 0.1223
H 2.4593 -1.1544 0.2086

Molecular weight (g/mol): 102.049
Electronic energy (eV): -11226.2449
Energy above the lowest of the compared OMol25 structures with the same formula, charge and spin (kJ/mol): 247.02
Charge: 0
Frontier orbital gap (eV): 10.0

These are the Löwdin partial charges, in e, on atoms 1 to 5: 0.1047, -0.4536, 0.0790, 0.0748, -0.6583